Molecular formula: C39H50ClCoN2OPSSe2
Method: DFT, wB97M-V/def2-TZVPD

Each line ends with the Löwdin spin population.
Positions of all 98 atoms, in Å:
Se (3.70, -0.86, 0.69)  0.03
Se (0.99, -0.18, 2.93)  0.03
Co (1.16, -0.63, 0.31)  2.44
Cl (4.79, -7.14, -3.83)  0.05
S (1.76, 1.88, 0.36)  0.03
P (-1.31, -1.15, 0.11)  0.08
O (1.91, -0.85, -2.23)  0.12
N (-0.47, 3.14, -0.49)  0.01
N (-0.04, 3.22, 1.75)  0.01
C (2.58, 4.16, -2.72)  0.00
C (2.68, -6.22, -0.58)  0.12
C (-1.59, -0.59, -1.61)  0.00
C (2.50, -4.36, -2.12)  0.12
C (-1.11, 4.15, 2.05)  0.00
C (-1.76, 0.11, -4.29)  0.00
C (2.90, -0.04, 3.31)  0.00
C (-1.99, -5.00, 1.23)  0.00
C (4.47, -2.57, 0.22)  0.01
C (3.79, -6.30, -2.70)  0.14
C (0.85, -0.64, -1.66)  0.13
C (3.30, -5.03, -3.02)  -0.02
C (-3.53, 1.23, 2.56)  0.00
C (-0.21, 2.91, -1.91)  0.00
C (-1.68, -2.93, 0.03)  0.01
C (2.17, -4.93, -0.87)  0.05
C (-2.71, -0.48, 1.07)  0.02
C (-0.78, 5.60, 1.71)  0.00
C (-1.63, 7.99, 1.66)  0.00
C (0.03, 4.22, -2.64)  0.00
C (-0.52, -0.13, -3.73)  0.00
C (1.34, 4.91, -2.25)  0.00
C (1.38, -4.24, 0.05)  0.49
C (-2.49, 0.67, 1.82)  0.00
C (-4.79, 0.64, 2.54)  0.00
C (-2.92, 0.00, -3.52)  0.00
C (-1.94, -5.00, -1.17)  0.00
C (-3.97, -1.07, 1.07)  0.01
C (-2.06, -5.69, 0.03)  0.01
C (-2.84, -0.36, -2.18)  0.00
C (-1.76, -3.62, -1.17)  0.01
C (0.65, -1.81, 3.93)  0.00
C (-5.01, -0.51, 1.80)  0.00
C (-1.95, 6.54, 2.00)  0.00
C (3.76, -1.08, 2.63)  0.00
C (-0.44, -0.47, -2.38)  0.03
C (-1.80, -3.63, 1.23)  0.01
C (0.31, 2.79, 0.53)  0.01
C (3.48, -6.89, -1.48)  -0.02
H (1.12, -2.67, 3.45)  0.00
H (1.37, 5.03, -1.16)  0.00
H (-5.59, 1.08, 3.12)  0.00
H (-2.21, -6.76, 0.02)  0.00
H (-1.51, 1.13, 1.85)  0.00
H (-2.03, 3.83, 1.55)  0.00
H (3.48, 4.71, -2.48)  0.00
H (-4.14, -1.98, 0.50)  0.00
H (4.80, -0.96, 2.94)  0.00
H (3.55, -4.59, -3.98)  0.00
H (-1.07, 2.37, -2.33)  0.00
H (-1.38, 8.09, 0.60)  0.00
H (0.62, 2.98, 2.48)  0.00
H (-3.36, 2.12, 3.16)  0.00
H (-0.77, 8.34, 2.24)  0.00
H (4.40, -2.68, -0.86)  0.00
H (-1.66, -3.10, -2.12)  0.00
H (-1.99, -5.54, -2.11)  0.00
H (-2.83, 6.21, 1.43)  0.00
H (-2.47, 8.64, 1.87)  0.00
H (0.39, -0.05, -4.31)  0.00
H (3.45, -2.09, 2.86)  0.00
H (1.10, -4.68, 1.00)  0.03
H (-2.22, 6.46, 3.05)  0.00
H (1.01, -1.69, 4.95)  0.00
H (-1.84, 0.38, -5.34)  0.00
H (5.51, -2.57, 0.53)  0.00
H (-0.43, -1.96, 3.95)  0.00
H (0.10, 5.91, 2.29)  0.00
H (0.66, 2.26, -1.98)  0.00
H (-3.74, -0.45, -1.59)  0.00
H (1.34, 5.92, -2.67)  0.00
H (2.66, 3.18, -2.26)  0.00
H (3.92, -3.38, 0.70)  0.01
H (-1.75, -3.09, 2.17)  0.00
H (-5.98, -0.97, 1.79)  0.00
H (-2.09, -5.53, 2.17)  0.00
H (-3.88, 0.19, -3.97)  0.00
H (3.00, -0.11, 4.40)  0.00
H (0.04, 4.01, -3.72)  0.00
H (-0.50, 5.68, 0.66)  0.00
H (2.56, 4.02, -3.81)  0.00
H (-1.32, 4.06, 3.12)  0.00
H (0.98, -3.27, -0.20)  0.03
H (2.44, -6.68, 0.37)  0.00
H (2.14, -3.37, -2.37)  0.01
H (3.86, -7.88, -1.25)  0.00
H (-0.82, 4.89, -2.47)  0.00
H (-1.28, 3.71, -0.29)  0.00
H (3.17, 0.97, 3.01)  0.00

LUMO (spin up / spin down)	-2.18 / -2.74	eV
max |F|	0.45	eV Å⁻¹
HOMO-LUMO gap (spin up / spin down)	0.25676 / 0.28391	hartree
multiplicity	5
charge	+1
relative energy (zero: lowest compared OMol25 entry of this formula, charge and spin)	3.1	kcal per mole

---

Molecular formula: C24H25N4O2PdSTe
Method: DFT, wB97M-V/def2-TZVPD

Each line ends with the Löwdin spin population.
Positions of all 58 atoms, in Å:
Te (0.40, 1.54, 0.46)  1.22
Pd (-1.20, -0.84, -0.12)  1.31
S (-2.82, 0.94, 0.23)  0.35
O (-0.62, -0.89, -2.13)  0.07
O (-2.30, -2.55, -0.35)  0.19
N (-4.58, 0.91, 2.21)  0.01
N (-1.77, -1.08, 1.99)  0.10
N (-2.86, -0.56, 2.51)  0.04
N (0.47, -2.13, 0.78)  0.07
C (-0.47, -1.49, -4.37)  0.01
C (2.41, -3.51, 0.94)  0.00
C (-0.58, 4.46, 1.22)  0.03
C (0.78, -3.56, 2.67)  0.00
C (-3.54, -5.11, -2.45)  0.00
C (1.69, 5.49, 1.20)  0.00
C (1.56, 3.18, 0.71)  0.19
C (1.97, -4.05, 2.15)  0.00
C (-1.88, -2.83, -2.73)  0.00
C (0.09, -2.55, 2.00)  0.01
C (3.67, 4.23, 0.66)  0.00
C (-2.45, -3.19, -1.47)  0.02
C (-2.99, -4.78, -3.70)  0.00
C (3.06, 5.42, 1.00)  0.07
C (3.66, 1.84, 0.07)  0.03
C (-3.43, 0.34, 1.76)  0.04
C (1.60, -2.61, 0.25)  0.01
C (-2.19, -3.69, -3.83)  0.00
C (-1.02, -1.70, -2.98)  0.00
C (0.90, 4.37, 1.05)  0.06
C (2.95, 3.08, 0.50)  0.07
C (-3.28, -4.35, -1.38)  0.01
C (3.87, 6.65, 1.16)  0.01
C (-1.05, -1.89, 2.67)  0.02
H (0.18, -0.63, -4.34)  0.00
H (-1.81, -3.46, -4.82)  0.00
H (3.23, 7.50, 1.44)  0.00
H (-3.68, -4.57, -0.39)  0.00
H (0.08, -2.36, -4.73)  0.00
H (4.34, 2.10, -0.74)  0.00
H (1.19, 6.43, 1.44)  0.00
H (-1.24, -2.15, 3.72)  0.00
H (-1.26, -1.34, -5.10)  0.00
H (-3.18, -5.42, -4.55)  0.00
H (4.27, 1.40, 0.86)  0.00
H (3.36, -3.79, 0.53)  0.00
H (-1.10, 4.13, 0.32)  0.01
H (-5.01, 0.56, 3.04)  0.00
H (4.74, 4.19, 0.48)  0.00
H (-0.93, 3.81, 2.02)  0.01
H (4.64, 6.55, 1.92)  0.00
H (-4.16, -5.99, -2.37)  0.00
H (-5.10, 1.51, 1.59)  0.00
H (-0.88, 5.47, 1.47)  0.00
H (4.37, 6.90, 0.23)  0.00
H (2.59, -4.75, 2.68)  0.00
H (3.04, 1.02, -0.30)  0.02
H (0.41, -3.95, 3.63)  0.00
H (1.88, -2.24, -0.71)  0.00

LUMO (spin up / spin down)	-2.95 / -5.58	eV
max |F|	1.73	eV Å⁻¹
HOMO-LUMO gap (spin up / spin down)	0.26171 / 0.16132	hartree
multiplicity	5
charge	+1
relative energy (zero: lowest compared OMol25 entry of this formula, charge and spin)	0.0	kcal per mole